{
  "formula": "C16H17NO",
  "method": "ωB97M-V with the def2-TZVPD basis set",
  "homo_ha": [0.0242, -0.1055],
  "multiplicity": 2,
  "relative_energy_kj_mol": 12.4,
  "e_lumo_ha": [0.1002, 0.0986],
  "mol_weight_g_mol": 239.32,
  "orbital_gap_ev": [2.068, 5.554],
  "total_charge": -1,
  "s_squared": 0.77,
  "elements": ["O", "N", "C", "C", "C", "C", "C", "C", "C", "C", "C", "C", "C", "C", "C", "C", "C", "C", "H", "H", "H", "H", "H", "H", "H", "H", "H", "H", "H", "H", "H", "H", "H", "H", "H"],
  "xyz": [[-1.452, -1.443, -3.488], [-0.951, -2.581, 2.029], [1.275, -2.598, 2.429], [-0.615, -1.310, 2.445], [-1.480, -0.207, 2.613], [0.212, 3.877, -2.629], [-1.032, 0.334, -1.984], [-0.694, 1.658, -1.808], [-0.592, 2.041, -4.146], [0.780, -1.274, 2.604], [-0.853, 1.019, 2.981], [2.704, -3.043, 2.511], [-0.971, 0.729, -4.378], [0.523, 1.103, 3.111], [-1.140, -0.121, -3.295], [0.208, -3.382, 2.074], [-0.426, 2.540, -2.858], [1.376, 0.007, 2.879], [0.170, 4.511, -3.518], [1.237, 3.793, -2.276], [0.083, -4.416, 1.797], [-1.073, 0.354, -5.385], [2.894, -3.879, 1.835], [2.975, -3.336, 3.523], [-1.829, -3.046, 2.192], [-0.508, 2.698, -5.007], [-0.324, 4.417, -1.876], [-1.441, 1.892, 3.249], [0.971, 2.031, 3.421], [2.453, 0.148, 2.883], [-2.514, -0.379, 2.329], [-1.528, -1.614, -4.435], [-0.718, 2.114, -0.834], [3.380, -2.256, 2.192], [-1.099, -0.383, -1.180]]
}